62
Properties=species:S:1:pos:R:3:forces:R:3:mulliken_charge:R:1 method="wB97M-V/def2-TZVPD" mol_weight_g_mol=336.5 lumo_energy_ev=0.3 e_homo_ev=-8.37 multiplicity=1 gap_ev=8.72 relative_energy_kcal_mol=443.6
C 1.8780 2.4861 -0.9720 -0.368 -1.925 -0.071 -0.55
C 1.1557 1.9190 0.2959 2.542 1.403 1.336 -0.61
O 2.2429 1.5721 1.2143 -0.426 -0.067 -0.644 -0.59
O 2.2762 3.8033 -0.8672 -0.721 1.629 -0.166 -0.60
H 1.2345 2.3310 -1.8379 -0.373 0.794 -0.111 0.19
H 2.7624 1.9519 -1.3193 0.081 -0.947 0.779 0.35
H 0.4353 1.1010 0.2908 0.610 0.635 -0.499 1.04
H 0.6805 2.7734 0.7778 -0.402 0.004 -0.440 0.42
H 1.8342 1.4233 2.0701 0.132 -0.107 0.228 0.25
H 2.7854 4.0079 -0.0795 0.060 -0.561 0.159 0.36
C -0.1572 -3.8927 -1.6451 -2.062 -1.468 -0.103 -0.37
O -1.3473 -3.9538 -2.4484 0.160 -4.965 2.414 -0.76
H -0.2191 -4.7825 -1.0186 0.577 -0.193 -0.005 0.40
H 0.7186 -3.9032 -2.2938 0.412 0.065 0.280 0.20
H -0.1854 -3.0362 -0.9716 0.053 -0.663 -0.379 0.63
H -1.2781 -3.1145 -2.9092 -1.037 -0.368 -0.490 0.71
C 0.4427 -1.0307 -0.9696 -0.228 0.370 -3.781 -1.58
O -0.3682 -0.3406 -1.8469 10.806 -2.678 -6.086 -0.75
H 1.0850 -0.3566 -0.4028 0.194 0.412 -2.672 0.69
H -0.1777 -1.5778 -0.2598 -0.544 0.607 -2.117 -0.94
H 1.1366 -1.7444 -1.4136 -0.265 0.166 -0.666 1.33
H -1.1173 0.0284 -1.3732 1.891 -5.850 -2.480 1.40
C 0.0722 -1.7455 -4.0220 -0.371 0.454 0.182 -0.97
O -0.9216 -1.9885 -3.0089 0.717 1.016 -6.752 -0.82
H -0.1193 -0.8634 -4.6331 -0.299 0.531 0.365 0.27
H 1.0146 -1.5811 -3.4996 0.307 -0.260 -0.472 0.32
H 0.1164 -2.4931 -4.8139 0.000 -0.730 0.708 0.36
H -0.9881 -1.1629 -2.5237 0.288 0.280 0.584 0.63
C 1.0445 -1.4163 1.0980 1.611 -0.531 3.749 -0.71
C 0.3992 -1.8152 2.3876 1.590 -1.266 0.055 0.38
C 0.8006 -0.9526 3.5889 -1.347 -0.805 0.198 -0.94
O 2.1353 -1.0487 4.0438 -0.079 -0.371 -1.172 -0.34
C 2.2392 -0.5058 5.3309 0.333 -0.288 0.340 -0.79
N -1.0307 -1.9982 2.1807 -0.896 0.371 0.512 -0.83
H 2.1068 -1.1744 1.1323 0.140 0.131 0.554 0.26
H 0.5280 -0.5866 0.6153 0.480 -0.637 4.144 -0.81
H 0.9567 -2.2628 0.4170 0.639 -0.147 0.916 0.70
H 0.7285 -2.8340 2.5921 0.277 -0.102 0.395 0.50
H 0.1785 -1.2999 4.4138 -0.452 0.251 0.117 0.38
H 0.5011 0.0598 3.3179 0.165 0.688 0.302 0.22
H 1.8278 0.5032 5.3045 0.218 0.210 0.502 0.32
H 3.2706 -0.5706 5.6776 0.211 0.553 -0.544 0.28
H 1.7521 -1.1192 6.0889 -0.776 -0.029 -0.079 0.31
H -1.5413 -1.1675 1.9175 0.130 0.596 0.487 0.37
H -1.1940 -2.5658 1.3613 0.238 -0.655 0.039 0.33
C -1.9805 1.1249 -2.6204 -0.004 -0.933 0.175 -1.40
C -1.3821 1.1760 -1.1951 -2.938 10.288 1.650 1.76
C -1.9774 2.3840 -0.5478 -0.642 1.771 1.399 -1.62
O -1.6264 2.6033 0.8623 0.172 -0.324 -0.953 -0.31
C -1.6143 4.0012 1.0994 0.272 0.273 -0.833 -0.95
N -1.5491 -0.0180 -0.3593 -7.652 2.230 8.426 -0.32
H -1.3868 1.7493 -3.2881 -0.302 0.308 0.188 0.39
H -3.0545 1.3063 -2.6623 0.142 0.164 -0.033 0.45
H -1.7216 0.1118 -2.9281 -1.443 0.818 -1.072 -0.08
H -0.3268 1.3999 -1.3507 -0.943 0.483 0.594 -1.09
H -3.0583 2.5244 -0.5604 -0.409 -0.716 -0.275 0.56
H -1.6388 3.2068 -1.1775 0.381 0.426 0.207 0.60
H -0.8743 4.4630 0.4458 0.238 0.129 -0.202 0.40
H -1.3149 4.3076 2.1017 -0.437 -0.641 0.203 0.26
H -2.5697 4.4208 0.7844 -0.244 0.218 0.442 0.34
H -1.0911 0.1734 0.5202 0.182 0.109 0.200 0.02
H -2.5282 -0.0095 -0.1113 -0.594 -0.154 0.267 0.37


62
Properties=species:S:1:pos:R:3:forces:R:3:mulliken_charge:R:1 method="wB97M-V/def2-TZVPD" mol_weight_g_mol=338.5 lumo_energy_ev=2.3 e_homo_ev=-4.65 multiplicity=1 gap_ev=7.00 relative_energy_kcal_mol=43.7 total_charge=-1
O -3.2104 3.3222 0.2668 0.152 -0.690 0.069 -0.87
H -2.6456 2.5256 0.2963 -0.343 0.436 0.067 0.05
C -3.8746 -0.1213 3.3740 2.387 -1.510 0.901 -1.09
C -5.1633 0.5721 3.1613 1.911 0.657 -0.769 -0.17
O -5.2505 0.7279 1.7387 -1.724 -0.672 0.484 -0.49
H -3.4845 -0.2340 4.3855 -0.692 0.175 0.698 0.38
H -3.0073 0.3786 2.9427 -0.280 0.309 -0.638 0.27
H -3.8524 -1.1501 3.0146 -0.253 -0.012 -0.414 0.27
H -4.9999 1.5451 3.6245 -0.937 0.233 0.232 0.24
H -5.9277 -0.0399 3.6401 -0.623 0.488 -0.654 0.29
H -4.5653 1.3273 1.4339 0.291 0.609 -0.031 0.28
C -3.3036 -0.9576 -3.2805 -0.051 -1.455 0.260 -0.80
C -4.0015 -2.0837 -2.4847 -0.222 1.096 0.326 -0.27
O -3.0564 -2.8325 -1.7251 -0.223 -0.063 -0.128 -0.53
H -2.4933 -1.4200 -3.8442 -0.013 0.204 -0.314 0.27
H -2.8458 -0.3065 -2.5357 -0.137 0.335 -0.222 0.19
H -4.0055 -0.4347 -3.9301 0.162 0.146 0.093 0.32
H -4.6481 -2.7830 -3.0147 0.503 -0.048 -0.507 0.32
H -4.6931 -1.5541 -1.8294 -0.158 -0.134 0.403 0.21
H -2.7886 -2.2627 -1.0005 0.135 -0.033 0.120 0.30
O -5.4161 5.6443 1.8074 -0.285 0.389 0.295 -0.67
H -6.2128 5.5232 1.2907 -0.114 -0.076 -0.086 0.29
H -4.7583 5.1096 1.3629 0.591 -0.530 -0.270 0.33
O -5.7463 3.3362 -2.0961 -0.437 -0.053 -0.568 -0.67
H -6.2679 4.0158 -1.6691 -0.007 0.109 0.110 0.28
H -5.0907 3.0911 -1.4431 0.740 -0.032 0.638 0.33
O -1.2533 3.4567 -2.3787 0.636 -0.083 -0.565 -0.65
H -1.8775 3.5118 -3.1023 -0.194 0.037 -0.052 0.29
H -1.7874 3.2282 -1.6180 -0.637 0.203 0.838 0.34
O -1.2912 4.2294 2.9562 0.497 0.174 0.469 -0.67
H -1.9144 3.9845 2.2723 -0.567 -0.143 -0.909 0.35
H -1.5518 3.7087 3.7160 -0.081 -0.079 0.129 0.28
C 1.5252 -1.1474 0.8780 1.094 1.160 -0.330 -2.19
C 2.8408 -1.7163 0.2830 0.036 -0.186 0.462 1.93
C 2.6033 -1.8803 -1.2494 0.061 -0.093 0.018 -1.34
C 3.8256 -2.1258 -2.1481 -0.567 0.436 1.772 -0.74
C 4.8946 -1.0668 -1.8036 -0.488 -1.017 -0.781 -1.24
C 5.2429 -0.9100 -0.2978 -0.493 -0.247 0.176 1.58
N 3.9943 -0.8131 0.5188 -0.340 1.199 -3.387 0.29
O 4.2394 -0.3770 1.8114 -0.344 -0.516 0.530 -0.45
C 6.0483 -2.1330 0.1942 0.801 0.376 0.262 -1.70
C 6.0570 0.4025 -0.2364 -0.102 0.388 0.565 -1.98
C 3.1305 -3.0528 0.9558 -0.184 -1.562 -0.077 -1.77
H 1.6160 -1.0779 1.9620 -0.462 -0.536 0.059 0.43
H 0.6435 -1.6454 0.4747 0.143 -0.445 0.504 0.41
H 1.4050 -0.1115 0.5608 0.099 0.201 -0.219 0.51
H 1.9060 -2.6946 -1.4462 -0.148 -0.249 0.508 0.44
H 2.0611 -1.0173 -1.6358 0.182 0.407 0.194 0.51
H 3.4042 -2.1048 -3.1531 0.672 0.192 -0.262 0.39
H 4.2115 -3.1273 -1.9578 0.079 -0.125 -0.094 0.28
H 4.5780 -0.1302 -2.2627 0.072 0.230 0.317 0.45
H 5.7801 -1.4118 -2.3373 0.461 0.405 0.145 0.42
H 5.8875 -2.3519 1.2498 -0.580 -0.026 -0.091 0.32
H 5.8457 -3.0106 -0.4197 0.078 -0.073 0.204 0.29
H 7.1185 -1.9284 0.2236 0.228 -0.013 -0.675 0.45
H 6.9564 0.4068 -0.8522 -0.061 -0.536 -0.227 0.42
H 5.4694 1.2507 -0.5875 -0.292 -0.106 -0.042 0.45
H 6.4063 0.6886 0.7556 -0.164 -0.346 0.231 0.40
H 3.8294 -3.0348 1.7921 0.102 0.453 -0.168 0.30
H 3.4974 -3.7665 0.2181 0.463 -0.036 -0.026 0.33
H 2.2716 -3.5854 1.3641 -0.513 0.356 -0.072 0.43
H 3.6954 0.4140 1.8142 0.142 0.320 0.502 0.36